Entry 1:
Here is a structure of composition As2F12Rb from the Open Molecules 2025 dataset. Energies are from ωB97M-V with the def2-TZVPD basis set.

total charge	-1
2S+1	1
E_HOMO	-9.6	eV
energy above the lowest of the compared OMol25 structures with the same formula, charge and spin	11.4	kcal/mol
frontier orbital gap	11.0	eV
LUMO	1.47	eV

Last column: Mulliken charge in e.
Geometry (Å):
Rb  -41.44788  29.51011  19.83482  0.991
As  -43.03192  31.43830  16.91141  1.975
F  -42.05878  29.98138  16.81072  -0.483
F  -44.17037  30.65770  18.01620  -0.510
F  -43.87883  32.93777  17.01580  -0.488
F  -41.86466  32.16418  15.84559  -0.477
F  -44.03945  30.91312  15.59100  -0.501
F  -42.10080  31.91611  18.34631  -0.507
As  -38.02584  31.22806  18.99679  2.010
F  -39.04240  32.54752  18.53246  -0.445
F  -37.03981  31.40667  17.57591  -0.492
F  -37.04761  29.87044  19.49536  -0.503
F  -38.97650  30.90447  20.48303  -0.563
F  -39.10122  30.13309  18.15054  -0.511
F  -37.03133  32.31564  19.92008  -0.498

Cartesian forces, eV/Å:
0.3 0.6 -0.6
0.5 0.4 -0.3
-0.5 -0.2 0.5
0.4 0.0 -0.1
-0.2 -0.1 0.0
-0.5 -0.1 0.3
0.3 0.1 0.2
-0.2 -0.4 -0.3
0.4 0.0 0.2
0.1 -0.3 0.3
-0.3 0.0 0.4
0.0 0.1 -0.1
-0.3 0.2 -0.4
-0.1 -0.1 0.2
-0.1 -0.2 -0.2

---

Entry 2:
Here is a structure of composition C18H42BeN6O14SSr2 from the Open Molecules 2025 dataset. Energies are from ωB97M-V with the def2-TZVPD basis set.

total charge	+4
2S+1	1
E_HOMO	-17.4	eV
frontier orbital gap	1.8	eV
LUMO	-15.55	eV

Last column: Mulliken charge in e.
Geometry (Å):
Sr  0.85998  -3.69843  2.76378  1.966
Sr  -0.68280  -0.57969  5.19630  1.479
Be  -2.83626  -2.20489  2.45894  0.956
O  -1.50470  0.24103  2.77891  -0.844
C  -0.63228  0.16018  1.67748  1.128
C  -0.64241  -1.05164  0.60913  0.386
O  -0.59785  -2.35357  1.13273  -0.851
H  0.27517  0.18253  2.28092  -0.135
H  -0.48329  1.11799  1.17896  -0.358
H  0.19782  -0.83969  -0.05208  -0.291
H  -1.48232  -1.07691  -0.08514  0.127
C  1.56191  -2.51667  -1.75632  -0.719
N  0.76658  -2.04799  -2.89750  0.980
O  0.36036  -0.88376  -2.91102  -0.522
O  0.65328  -2.86307  -3.87166  -0.476
H  2.39350  -3.08901  -2.16740  0.512
H  0.99719  -3.28125  -1.22283  -0.014
H  2.04283  -1.67441  -1.25892  0.179
C  -2.47961  3.59505  0.84118  -0.190
N  -3.08430  4.98348  0.60518  0.974
O  -2.74087  5.84917  1.34757  -0.500
O  -3.84949  5.21048  -0.33341  -0.530
H  -3.05444  3.24124  1.69703  0.425
H  -1.43519  3.66587  1.14495  0.050
H  -2.57322  2.81935  0.08116  -0.227
C  0.12896  2.33677  -3.41229  -0.280
C  -0.00399  2.45240  -1.89085  0.495
O  0.41068  3.78721  -1.56824  -0.371
S  0.82759  4.73651  -2.93477  1.051
O  2.32894  4.82788  -3.10327  -0.513
O  0.00714  5.97595  -2.92392  -0.481
O  0.08554  3.63164  -3.93763  -0.334
H  -0.66337  1.65620  -3.72395  0.400
H  1.05685  1.84636  -3.70660  0.325
H  0.54522  1.69311  -1.33413  -0.061
H  -1.03403  2.48684  -1.53598  -0.219
C  4.04505  -2.53610  1.55966  -0.154
O  2.98276  -2.89174  1.04181  -0.588
N  4.20198  -1.34528  2.20356  0.226
C  5.36579  -1.06603  3.02851  -1.000
C  3.22601  -0.35258  2.22839  -0.817
H  5.02061  -3.04546  1.52744  0.498
H  5.47877  -1.88473  3.73918  0.370
H  5.33241  -0.10839  3.54805  0.385
H  6.28429  -0.96304  2.45071  0.355
H  2.55079  -0.47184  3.07571  0.081
H  3.63236  0.65822  2.19287  0.651
H  2.61644  -0.40940  1.32656  0.083
C  0.67398  -6.35007  0.19038  -0.200
O  0.86885  -5.44771  1.03725  -0.577
N  -0.31132  -6.30176  -0.74595  0.155
C  -0.45403  -7.22464  -1.88419  -0.853
C  -1.28528  -5.14679  -0.75833  -1.079
H  1.38443  -7.16842  -0.00397  0.368
H  -1.20290  -7.97129  -1.61997  0.351
H  0.47456  -7.76953  -2.05421  0.333
H  -0.81851  -6.63945  -2.72847  0.313
H  -1.03402  -4.26269  -1.34428  0.365
H  -2.33292  -5.42194  -0.88014  0.508
H  -1.20576  -4.61772  0.19133  0.176
C  -4.90175  -2.03003  -0.48437  0.087
O  -3.96810  -2.54920  0.10784  -0.560
N  -5.11273  -0.72681  -0.74449  0.200
C  -6.20060  -0.17029  -1.52021  -0.887
C  -4.28923  0.40150  -0.31646  -1.071
H  -5.82160  -2.56154  -0.77349  0.341
H  -7.08387  -0.80753  -1.56334  0.314
H  -5.80798  0.02460  -2.51819  0.406
H  -6.61126  0.81075  -1.28140  0.316
H  -4.85596  1.25408  0.05773  0.531
H  -3.73890  0.03892  0.55174  -0.035
H  -3.63279  0.66283  -1.14646  0.518
C  1.65230  5.81675  1.43047  0.165
O  0.64398  5.73802  2.13887  -0.498
N  2.46510  4.84334  1.22931  0.275
C  3.79536  5.02191  0.57022  -0.838
C  2.04235  3.46468  1.38170  -1.159
H  1.93349  6.74603  0.91129  0.335
H  3.97723  4.24848  -0.17600  0.321
H  4.65384  4.84897  1.21922  0.317
H  3.89594  5.99067  0.08085  0.349
H  2.68520  2.88313  2.04249  0.545
H  1.12836  3.33496  1.96126  0.275
H  1.93786  3.11811  0.35356  0.287

Cartesian forces, eV/Å:
0.6 -1.1 -3.4
-1.1 1.6 -1.1
1.1 0.9 -2.6
-1.4 -2.1 0.6
1.1 -0.1 1.5
-0.6 -0.4 0.4
-0.4 0.6 2.4
1.6 -1.0 -0.9
-1.1 0.2 -0.7
0.6 0.0 0.3
-0.5 0.8 0.2
1.1 -0.7 -0.4
-0.2 -1.0 -3.8
0.2 -1.3 0.5
-0.1 2.5 3.3
-0.1 0.0 -0.3
-0.2 0.6 0.5
-0.8 -0.1 0.4
-0.5 -0.2 0.9
-0.5 0.6 -2.5
0.8 0.0 1.5
0.7 -1.7 0.7
0.1 0.0 0.2
-0.1 0.6 -0.1
-0.4 0.8 -0.6
0.6 -1.5 0.7
-0.4 1.5 -0.1
1.6 1.2 -0.5
0.4 1.6 -0.3
-5.1 -0.9 0.8
2.5 -3.9 0.1
0.5 1.6 0.4
-0.3 0.7 -0.7
0.2 0.1 0.1
0.3 0.1 -0.1
-0.3 -0.6 -0.4
0.9 1.9 0.6
-0.6 -0.4 0.9
0.8 -0.9 -0.2
1.4 -0.5 0.2
-1.6 0.8 -1.4
-0.4 -0.6 -0.2
0.3 0.3 0.2
-0.7 -0.2 0.0
0.0 -0.4 -0.2
-0.4 0.2 0.6
0.2 -0.1 0.5
-0.2 -0.2 0.0
-1.3 0.3 -3.0
-0.2 0.5 1.4
0.2 1.9 1.1
-0.2 -0.5 0.8
0.7 0.2 1.6
-0.2 0.1 0.6
-0.1 0.0 -0.2
0.0 0.3 -0.3
0.4 -0.2 -0.1
0.3 -0.7 -1.2
0.3 -0.4 -0.3
-0.2 -0.6 0.5
-3.2 2.4 -0.7
2.3 -0.4 2.2
0.1 1.4 0.9
-1.3 -0.7 -1.7
1.0 -1.3 0.8
0.5 -0.6 -0.2
0.3 -0.4 -0.2
-0.2 -0.4 -0.3
0.6 0.0 1.2
-0.3 -0.2 -0.5
0.7 0.2 0.0
0.2 0.3 0.2
-2.8 3.6 0.9
0.4 -0.4 -0.5
3.7 -3.6 -1.2
-0.4 -0.2 -0.2
-0.3 0.1 0.9
0.0 0.1 0.3
-0.6 -0.1 -0.3
-0.3 0.4 0.7
-0.2 0.0 0.3
1.0 0.0 -0.6
-0.5 0.8 -0.5
0.1 -0.7 0.1

---

Entry 3:
Here is the ion C6H8N with charge +1 from the Open Molecules 2025 dataset. Energies are from ωB97M-V with the def2-TZVPD basis set.

total charge	+1
2S+1	1
E_HOMO (alpha / beta)	-14.7 / -11.8	eV
energy above the lowest of the compared OMol25 structures with the same formula, charge and spin	181.8	kcal/mol
frontier orbital gap (alpha / beta)	10.0 / 4.8	eV
LUMO (alpha / beta)	-4.67 / -6.92	eV

Last column: Mulliken charge in e.
Geometry (Å):
C  -1.63375  -1.55730  0.66568  -0.003
C  -1.31990  -1.59178  1.94362  -0.102
C  0.51625  1.55087  -2.26979  -0.887
C  0.85155  0.67555  -1.33913  0.232
C  0.51453  -0.10576  0.98060  -0.404
C  0.76742  0.95947  -0.04963  -0.573
N  -0.89877  -0.44729  1.14412  -0.039
H  -1.94287  -2.15159  -0.18454  0.346
H  -1.46381  -1.98517  2.88869  0.390
H  0.53252  1.24747  -3.32167  0.281
H  0.24352  2.50196  -1.97501  0.317
H  1.20638  -0.31757  -1.49472  0.326
H  0.94380  -1.11596  0.80387  0.448
H  0.90974  0.34098  1.90899  0.304
H  0.77339  1.99611  0.29893  0.364

Cartesian forces, eV/Å:
0.9 -0.7 1.1
-1.0 1.7 -3.3
0.4 -0.8 -3.0
0.8 -1.8 -0.9
2.5 1.6 -0.4
-0.4 0.2 4.0
-1.9 -1.6 1.4
-0.1 0.7 -0.3
0.3 -0.5 1.8
-0.1 0.5 0.4
-0.6 1.9 0.2
-0.2 -0.8 -1.0
0.4 0.8 -0.2
-0.6 -0.8 0.1
-0.3 -0.3 0.0

---

Entry 4:
Here is a cluster of 2 separate species, C5H11O3 in total from the Open Molecules 2025 dataset. Energies are from ωB97M-V with the def2-TZVPD basis set.

total charge	-1
2S+1	1
E_HOMO	-4.3	eV
energy above the lowest of the compared OMol25 structures with the same formula, charge and spin	28.8	kcal/mol
frontier orbital gap	8.1	eV
LUMO	3.84	eV

Last column: Mulliken charge in e.
Geometry (Å):
C  1.05264  -0.64358  -0.82037  0.593
C  2.24156  -1.05845  -1.63330  -1.634
C  1.33297  0.19109  0.48415  -0.678
O  0.34098  0.40223  -1.57409  -0.645
H  0.38394  -1.54901  -0.62220  0.253
H  2.80961  -1.90470  -1.13207  0.335
H  0.39731  0.37927  0.90769  -0.083
H  1.91157  -0.38973  1.23666  0.293
H  1.90585  1.04442  0.09240  0.280
H  -0.64576  0.49547  -1.24246  0.457
H  2.99914  -0.33876  -1.72841  0.359
H  1.95836  -1.41616  -2.52274  0.457
C  -2.42165  1.21353  1.60958  -0.942
C  -2.31061  -0.01768  0.59852  0.601
O  -2.57763  -1.10135  1.19456  -0.722
O  -2.12343  0.23978  -0.56813  -0.755
H  -2.85844  2.06302  1.15737  0.266
H  -1.48193  1.43980  1.99688  0.248
H  -2.91450  0.95084  2.56597  0.315

Cartesian forces, eV/Å:
-2.0 1.8 0.8
1.4 -1.2 4.2
2.3 -2.5 -1.2
-1.2 -1.0 -0.1
0.7 1.2 -0.2
-0.8 0.6 -0.3
-1.3 0.9 0.6
0.0 0.4 -0.3
-0.4 0.0 0.7
1.9 -0.7 -0.4
0.7 1.6 -0.3
-1.1 -1.1 -3.6
-0.7 -1.8 0.3
-2.2 -0.4 5.0
0.7 0.3 -1.2
0.8 0.4 -2.9
-0.4 1.0 -0.5
2.1 0.7 0.1
-0.5 -0.2 -0.8

---

Entry 5:
Here is a cluster of 2 separate species, C3H12NOS2 in total from the Open Molecules 2025 dataset. Energies are from ωB97M-V with the def2-TZVPD basis set.

total charge	+1
2S+1	1
E_HOMO	-12.5	eV
energy above the lowest of the compared OMol25 structures with the same formula, charge and spin	12.7	kcal/mol
frontier orbital gap	9.2	eV
LUMO	-3.26	eV

Last column: Mulliken charge in e.
Geometry (Å):
N  0.96871  1.38365  1.31252  -0.394
C  -0.20194  2.04137  0.59363  -0.522
C  -1.21593  1.00021  0.10331  -0.590
S  -0.69668  -0.74115  0.15078  -0.173
S  -0.10327  -1.21445  -1.72764  -0.030
C  -1.62306  -1.96907  -2.44313  -0.756
H  1.54558  2.05410  1.80707  0.401
H  1.56651  0.90751  0.63860  0.331
H  0.73673  0.68255  2.02009  0.374
H  0.32761  2.43354  -0.26892  0.323
H  -0.66524  2.74695  1.27113  0.351
H  -2.16156  1.10126  0.55069  0.446
H  -1.41603  1.24188  -0.94305  0.337
H  -1.38081  -2.96523  -2.80921  0.325
H  -1.92864  -1.38523  -3.30439  0.284
H  -2.32191  -1.98983  -1.61426  0.274
H  3.64854  1.43065  3.72178  0.318
H  3.60486  0.29403  2.68461  0.323
O  3.08752  1.02324  3.05491  -0.622

Cartesian forces, eV/Å:
-0.3 0.1 0.4
0.8 -1.4 0.0
0.7 0.1 -1.5
-0.1 -0.1 0.3
0.0 -0.1 -0.3
0.7 0.1 0.0
0.3 0.3 0.1
-0.1 -0.1 0.0
-0.3 0.0 -0.1
-0.5 0.8 0.1
0.2 0.4 -0.2
-1.1 0.0 1.1
0.1 -0.2 0.0
0.0 -0.1 0.3
-0.3 0.2 0.2
-0.4 -0.1 -0.3
0.1 0.0 0.1
0.0 0.2 0.3
-0.1 -0.2 -0.4

---

Entry 6:
Here is the molecule C4H4FN from the Open Molecules 2025 dataset. Energies are from ωB97M-V with the def2-TZVPD basis set.

2S+1	1
E_HOMO	-10.2	eV
SMILES	C/C(F)=C\C#N
energy above the lowest of the compared OMol25 structures with the same formula, charge and spin	17.9	kcal/mol
frontier orbital gap	10.9	eV
LUMO	0.77	eV

Last column: Mulliken charge in e.
Geometry (Å):
C  -0.92876  1.41245  -0.07561  -1.011
C  -0.73444  -0.09978  -0.06032  0.565
F  -1.86342  -0.71038  0.18717  -0.263
C  0.32629  -0.84053  -0.29650  -0.512
C  1.59706  -0.24122  -0.07023  0.291
N  2.59296  0.25515  0.21044  -0.364
H  -1.96248  1.55449  -0.28234  0.381
H  -0.21379  1.78814  -0.82223  0.336
H  -0.86671  1.76618  0.97302  0.271
H  0.10214  -1.88701  -0.01012  0.306

Cartesian forces, eV/Å:
0.9 -1.7 0.7
-0.5 2.5 -0.4
-1.3 -0.9 0.2
0.1 -1.2 1.5
0.0 -0.3 -0.4
0.3 0.1 -0.1
-0.7 0.4 -0.9
-0.4 0.6 0.7
0.7 0.2 -0.7
0.9 0.4 -0.7

---

Calculated max |F|, 0.017, 0.102, 0.078, 0.107, 0.032, 0.050 Eh/bohr (same order as the records).
Calculated E, -5694.460173, -2565.337011, -287.666584, -422.867764, -1047.627931, -309.393323 hartree (same order as the records).